Molecular formula: C6H10O
Method: DFT, wB97M-V/def2-TZVPD

CARTESIAN COORDINATES (ANGSTROEM)
O: 2.43257 -0.91715 -0.06716
C: 1.17372 -0.32629 -0.30871
C: 1.01903 1.05363 0.29135
C: -0.16076 1.64996 0.12235
C: -1.28581 0.87434 -0.50523
C: -1.34086 -0.49626 0.20333
C: 0.00477 -1.25556 0.11977
H: 2.36760 -1.46514 0.72132
H: 1.13013 -0.20365 -1.39580
H: 1.87102 1.52645 0.78458
H: -0.35262 2.65777 0.47204
H: -1.04999 0.72229 -1.57455
H: -2.25522 1.38965 -0.42694
H: -1.60466 -0.32529 1.25454
H: -2.14414 -1.10795 -0.20902
H: 0.25240 -1.68190 1.11131
H: -0.05718 -2.09489 -0.59316

Results
- DFT total energy: -8430.937 eV
- Orbital gap: 10.410 eV
- Molar mass: 98.14 g mol⁻¹
- Total charge: 0
- SMILES: O[C@@H]1C=CCCC1
- E_HOMO: -9.3455 eV

Results of the Mulliken charge analysis, in e, for atoms 1 through 5: number 1, O, carries -0.55; number 2, C, carries 0.29; number 3, C, carries -0.46; number 4, C, carries -0.41; number 5, C, carries -0.75